The following is a quantum chemistry calculation of a cluster of 14 separate species, C25H20Cl52F5IO3 in total in a non-equilibrium geometry, from the Open Molecules 2025 dataset.

Structure (XYZ):
```
106
Properties=species:S:1:pos:R:3:forces:R:3:mulliken_charge:R:1
C -4.82981 0.37422 2.02168 0.6 -0.4 0.1 -0.451
O -4.73583 -1.04270 1.93260 0.0 0.0 -0.1 -0.411
C -4.95249 -1.50812 0.62116 -0.6 0.1 -0.1 -0.312
C -4.87445 -3.02002 0.56825 -0.4 0.1 0.2 -0.237
O -3.79282 -3.57991 1.27759 -0.1 0.2 -0.3 -0.553
C -2.54494 -2.96253 1.04465 1.0 -0.7 0.1 1.260
C -1.53606 -3.81165 1.81305 -0.3 0.1 0.0 -1.696
C -2.13944 -2.92691 -0.44162 0.4 0.2 0.0 -0.844
O -1.89848 -1.62292 -0.97856 -0.1 -0.3 0.1 -0.288
C -0.68544 -1.05416 -0.57138 -0.3 -0.2 -0.7 -0.306
I -1.18873 0.74721 0.51294 0.0 0.1 0.0 -0.100
C 0.15710 -0.83526 -1.83289 0.1 0.3 0.5 -0.474
C 1.24553 0.23196 -1.83128 0.2 -0.4 -0.2 -1.154
C 2.48765 -0.12819 -0.98952 0.0 1.2 -0.4 -0.838
C 2.59811 0.55333 0.35944 0.6 -0.7 0.2 1.169
F 2.07887 1.80005 0.36303 -0.1 -0.3 0.1 -0.305
F 1.96830 -0.22595 1.29242 -0.3 0.5 -0.1 -0.279
C 4.08559 0.70732 0.90484 0.0 0.0 1.2 0.386
F 4.12521 0.27658 2.19516 -0.3 0.6 -1.1 -0.151
F 4.99809 -0.04050 0.24777 -0.5 0.6 0.1 -0.278
F 4.47241 1.99731 0.89526 0.0 -0.9 -0.3 -0.262
H -4.88557 0.82864 1.03532 -0.2 -0.1 0.1 0.061
H -5.67215 0.66915 2.64405 -0.2 0.0 -0.1 0.270
H -3.90362 0.72479 2.47589 0.0 0.2 0.2 0.285
H -4.28681 -1.03695 -0.10933 0.3 0.0 0.2 0.242
H -5.97116 -1.23395 0.31308 -0.1 0.0 -0.2 0.546
H -5.78552 -3.42613 1.00457 0.1 -0.2 0.3 0.539
H -4.89874 -3.33296 -0.48126 0.2 0.1 0.0 -0.280
H -2.47057 -1.96621 1.48378 -0.5 0.3 -0.2 0.008
H -0.57094 -3.30901 1.84538 0.1 0.0 0.1 0.329
H -1.40110 -4.78032 1.33810 0.0 -0.2 0.0 0.404
H -1.90946 -3.95593 2.82301 0.1 0.0 0.1 0.425
H -1.21774 -3.50228 -0.56446 0.0 -0.1 0.0 0.642
H -2.87482 -3.39823 -1.08572 -0.2 0.1 0.0 0.116
H -0.17468 -1.72800 0.11067 0.1 0.3 0.4 0.426
H -0.55011 -0.69665 -2.64585 0.0 0.2 -0.1 0.401
H 0.67031 -1.78345 -2.00966 -0.2 -0.2 -0.1 0.080
H 1.60868 0.28381 -2.85774 0.0 0.0 -0.1 0.392
H 0.87306 1.23011 -1.62304 -0.1 0.0 0.3 0.462
H 2.61270 -1.19833 -0.87709 -0.1 -0.1 0.2 0.356
H 3.34508 0.20777 -1.56636 0.1 0.0 0.0 0.560
C 0.89154 -8.58830 -1.03974 0.0 0.0 -0.1 0.311
Cl -0.12759 -10.02323 -0.94774 0.0 -0.1 0.1 -0.090
Cl 1.21230 -7.98312 0.58590 0.0 0.0 0.0 -0.095
Cl 2.41787 -8.99670 -1.82872 0.0 0.0 0.0 -0.100
Cl 0.05771 -7.34932 -1.98884 0.0 0.1 0.0 -0.019
C -5.65940 -5.00251 -3.68651 -0.1 0.0 -0.2 0.300
Cl -6.45981 -3.98277 -2.47987 0.1 -0.1 -0.1 -0.113
Cl -6.30214 -6.63962 -3.58250 0.0 0.0 0.0 -0.075
Cl -5.98576 -4.33482 -5.28792 0.0 0.0 0.0 -0.040
Cl -3.90422 -5.03171 -3.43182 -0.1 0.1 0.2 -0.093
C -8.76860 -2.05180 -7.80925 0.0 0.0 0.0 0.364
Cl -7.22332 -2.89591 -7.96327 0.0 0.0 -0.1 -0.092
Cl -8.89054 -1.34939 -6.19406 0.0 0.0 0.0 -0.088
Cl -8.86078 -0.77155 -9.02039 0.0 0.0 0.0 -0.097
Cl -10.08905 -3.19637 -8.05675 0.0 0.0 0.0 -0.095
C 5.59059 4.33413 4.36890 0.0 0.0 0.0 0.307
Cl 5.74418 5.24728 2.86926 -0.1 -0.3 -0.2 -0.083
Cl 7.07340 4.50355 5.31754 0.0 0.0 0.0 -0.106
Cl 4.22112 4.96377 5.29421 0.5 -0.1 0.0 -0.068
Cl 5.31443 2.63111 4.00033 -0.1 0.3 0.1 -0.041
C -6.03063 4.40923 0.42217 0.0 0.0 0.0 0.235
Cl -7.17097 3.88562 1.66486 0.1 0.0 -0.1 -0.030
Cl -4.81381 3.15308 0.17433 0.1 0.3 -0.1 0.006
Cl -6.89947 4.69618 -1.08846 0.0 0.0 0.0 -0.114
Cl -5.24090 5.90141 0.94087 0.0 0.0 0.0 -0.107
C -0.07145 6.64304 5.56681 0.0 0.0 0.1 0.326
Cl 1.47898 5.80000 5.68170 -0.5 0.1 0.0 -0.042
Cl -0.38609 7.51225 7.07206 0.0 0.0 0.0 -0.103
Cl -0.01348 7.78927 4.22531 0.0 0.0 0.0 -0.104
Cl -1.35790 5.46795 5.28365 0.0 0.0 0.0 -0.089
C 7.21288 9.29592 3.11788 0.0 0.0 0.0 0.307
Cl 6.10509 10.56452 3.65124 0.0 0.0 0.0 -0.109
Cl 6.85759 8.87258 1.43706 0.0 0.0 0.0 -0.116
Cl 8.87349 9.88084 3.24070 0.0 0.0 0.0 -0.041
Cl 7.00890 7.86828 4.13166 0.2 0.3 0.2 -0.031
C -3.44610 -9.89670 -4.73032 0.0 0.0 0.0 0.304
Cl -3.21454 -8.19053 -4.32771 0.1 -0.2 0.0 -0.014
Cl -5.14183 -10.31943 -4.46507 0.0 0.0 0.0 -0.108
Cl -3.02789 -10.17140 -6.42381 0.0 0.0 0.0 -0.104
Cl -2.41680 -10.90460 -3.71104 0.0 0.0 0.0 -0.079
C -10.48879 5.23842 3.56645 0.0 0.0 0.0 0.367
Cl -11.51111 5.16224 5.00355 0.0 0.0 0.0 -0.097
Cl -11.37261 6.01921 2.25305 0.0 0.0 0.0 -0.095
Cl -9.03086 6.16510 3.92886 0.0 0.0 0.0 -0.086
Cl -10.04166 3.59873 3.07682 -0.1 0.0 0.1 -0.101
C 10.43690 12.91631 5.41535 0.0 0.0 0.0 0.353
Cl 11.58709 13.79770 6.42410 0.0 0.0 0.0 -0.104
Cl 9.61270 11.69713 6.38977 0.0 0.0 0.0 -0.072
Cl 9.24937 14.04115 4.75126 0.0 0.0 0.0 -0.089
Cl 11.30318 12.13006 4.08918 0.1 0.0 0.0 -0.096
C 6.89376 -1.80872 3.62234 0.0 0.0 0.0 0.216
Cl 5.71076 -2.86350 2.83467 0.0 0.0 0.0 -0.069
Cl 8.36361 -1.74734 2.64342 0.0 0.0 0.0 -0.104
Cl 6.22185 -0.18678 3.77285 0.7 -0.4 0.4 -0.047
Cl 7.27783 -2.45107 5.22276 0.0 0.0 0.0 -0.106
C 4.60845 -3.09689 -2.95412 0.1 0.0 0.0 0.320
Cl 5.07139 -1.80431 -1.84650 0.3 -0.4 -0.2 0.001
Cl 3.07813 -3.80973 -2.41790 0.0 0.0 0.0 -0.095
Cl 4.41566 -2.44136 -4.58022 -0.2 0.1 0.1 -0.102
Cl 5.85932 -4.34438 -2.96814 0.0 0.0 0.0 -0.115
C 7.32653 -2.89658 -7.97307 0.0 0.0 0.0 0.324
Cl 6.99352 -3.39438 -6.31309 0.2 -0.1 -0.1 -0.018
Cl 7.97771 -4.26199 -8.88396 0.0 0.0 0.0 -0.100
Cl 5.82548 -2.34739 -8.72853 0.0 0.0 0.0 -0.108
Cl 8.49955 -1.57687 -7.96945 0.0 0.0 0.0 -0.095
```
Forces are in eV/Å.

Values from the calculation:
**LUMO level**: -0.10 eV
**Multiplicity**: 1